[1]
29
Properties=species:S:1:pos:R:3:forces:R:3 method="wB97M-V/def2-TZVPD" homo_ev=-9.3 charge=0 fmax_ev_per_a=3.618 e_tot_ha=-4374.68356
O -3.2321 1.6472 1.0945 -0.541 0.545 0.328
O -1.0252 2.5692 1.7158 -0.987 -3.040 -0.948
F -0.0968 2.7004 -4.1866 -2.077 -1.933 0.330
F -1.7412 1.3933 -5.0830 1.127 0.993 2.032
F -2.2024 3.0302 -3.5922 1.298 -1.610 -1.041
Br 5.1190 -1.3447 3.4007 -1.797 0.186 -0.662
N -1.7415 -0.0825 2.2320 0.885 -0.176 -2.850
C 3.0294 -1.3636 1.3065 0.832 -1.334 0.157
C 2.1813 -1.1661 3.6112 1.813 0.191 1.800
C 1.7250 -1.4379 0.7558 -1.405 0.703 2.083
C 0.9031 -1.2813 3.1297 -2.419 0.707 -2.079
C -0.8767 -1.1316 -1.6759 -0.804 0.198 -0.528
C -1.0561 -0.3303 -2.8058 0.885 1.503 -0.146
C -1.5224 1.6109 -1.3859 1.264 -0.029 -1.662
C 3.2445 -1.2569 2.7155 0.472 -0.150 -1.332
C 0.6273 -1.3151 1.7072 2.338 -0.900 -0.351
C -1.1251 -0.5733 -0.4408 -0.019 0.871 0.915
C -1.2642 1.0717 -2.6747 -0.220 -0.893 0.299
C -1.4567 0.7610 -0.2841 1.125 0.258 -1.824
S -1.1506 -1.3778 1.1713 0.487 2.540 2.530
C -1.2907 2.0014 -3.9228 -0.856 1.921 0.332
S -1.8317 1.3979 1.2800 -0.200 0.225 2.694
H 3.9322 -1.6483 0.6865 -1.244 0.837 0.589
H 2.4668 -0.9987 4.7245 -0.986 -0.494 -2.062
H 1.4742 -1.5224 -0.3226 0.668 0.030 0.881
H -0.0071 -1.1911 3.7491 0.843 -0.053 -0.046
H -0.6508 -2.1752 -1.7668 0.106 -0.364 -0.126
H -0.8616 -0.6868 -3.8129 -0.141 -0.322 0.223
H -1.5698 2.7003 -1.3264 -0.448 -0.409 0.464



[2]
65
Properties=species:S:1:pos:R:3:forces:R:3 method="wB97M-V/def2-TZVPD" e_above_lowest_kj_mol=0.0 homo_ev=-6.6 charge=0 fmax_ev_per_a=1.953 e_tot_ha=-3709.80272
Pt 2.6831 0.1303 -0.3517 0.120 1.856 0.597
N 5.7442 0.4841 -1.1618 0.885 0.078 0.041
C 5.5313 1.2864 -0.1639 -0.299 -0.028 0.040
C 6.5038 2.2018 0.3684 -0.135 0.297 0.386
C 6.2037 3.0040 1.4282 0.212 -0.162 -0.300
C 4.9242 2.9459 2.0125 -0.251 -0.160 0.000
C 4.0168 2.0686 1.4774 0.320 0.160 -0.253
N 4.2688 1.2593 0.4196 0.542 -0.413 0.439
H 6.6723 0.5066 -1.5561 0.112 0.259 0.154
H 4.7119 -0.3408 -1.5171 -1.077 -0.423 -0.347
H 7.4807 2.2269 -0.0948 0.004 -0.027 -0.025
H 6.9514 3.6852 1.8172 0.004 -0.003 0.004
H 4.6509 3.5656 2.8536 -0.025 0.004 -0.011
H 3.0220 1.9806 1.8850 -0.025 0.094 0.004
O 3.7335 -0.7728 -1.6510 -0.221 -0.197 -0.617
O 1.4496 0.6775 1.5326 -0.070 -0.269 -0.431
S 1.5985 -0.7965 1.9484 -0.173 -0.128 0.228
C 0.7741 -0.8629 3.5822 -0.008 0.115 -0.062
C 1.8272 -0.5826 4.6422 0.051 -0.019 0.000
C 3.0568 -1.3600 4.1763 -0.048 -0.010 -0.003
C 3.2467 -0.9857 2.7120 -0.031 0.022 -0.020
H 0.3682 -1.8722 3.6825 -0.004 0.008 -0.021
H -0.0462 -0.1480 3.5347 -0.022 -0.024 0.023
H 1.4937 -0.8848 5.6355 -0.009 0.001 -0.004
H 2.0489 0.4867 4.6734 0.011 -0.007 -0.006
H 2.8790 -2.4337 4.2777 -0.006 0.000 0.018
H 3.9497 -1.1196 4.7538 0.003 0.014 -0.014
H 3.8197 -1.6858 2.1082 -0.011 -0.025 0.018
H 3.6926 0.0017 2.6100 0.056 -0.053 0.010
Cl -8.6464 3.1579 -1.3991 0.036 -0.017 0.001
C -7.0933 2.3866 -1.3481 -0.016 0.008 -0.002
C -6.9273 1.1366 -1.9208 0.003 0.007 0.007
C -5.6825 0.5318 -1.8670 0.003 -0.010 0.021
C -4.5989 1.1510 -1.2537 0.013 0.026 0.005
C -3.2425 0.4833 -1.2315 0.013 0.005 0.084
C -2.3456 1.0361 -2.3404 0.015 0.003 -0.040
N -1.0191 0.4553 -2.2644 0.033 -0.050 -0.034
C -0.5405 -0.6079 -3.0010 -0.027 0.053 0.076
C 0.6967 -0.8865 -2.5119 0.049 0.012 -0.075
N 0.9696 -0.0099 -1.4906 0.039 -1.066 0.193
C -0.0743 0.7744 -1.3567 -0.060 0.078 0.002
O -3.3538 -0.9075 -1.4341 -0.021 -0.002 -0.113
C -2.8705 -1.7403 -0.3923 0.075 -0.040 0.008
C -2.3038 -2.9898 -0.9988 -0.027 0.025 0.029
C -1.3938 -3.7905 -0.3835 0.012 -0.032 -0.054
Cl -0.7334 -3.5511 1.1837 -0.015 -0.015 0.013
S -0.9126 -5.1281 -1.3444 -0.024 0.050 0.022
C -1.9543 -4.6269 -2.6073 0.011 -0.003 0.015
C -2.6289 -3.4902 -2.2939 -0.011 0.013 0.005
C -4.8049 2.4085 -0.6946 0.031 -0.002 -0.013
Cl -3.4897 3.2462 0.0872 -0.034 -0.033 -0.018
C -6.0391 3.0355 -0.7295 -0.006 0.003 0.000
H -7.7638 0.6458 -2.3978 0.004 0.000 0.004
H -5.5400 -0.4524 -2.2921 -0.001 0.010 -0.004
H -2.7592 0.6866 -0.2704 -0.031 -0.006 0.005
H -2.2740 2.1218 -2.2784 -0.015 -0.008 0.009
H -2.7776 0.7686 -3.3046 0.002 0.035 -0.007
H -1.1258 -1.0601 -3.7815 0.011 0.000 0.000
H 1.4275 -1.6186 -2.8097 0.027 0.028 0.010
H -0.1717 1.5678 -0.6332 0.006 -0.018 0.008
H -3.6848 -1.9760 0.3030 -0.003 -0.004 0.003
H -2.0858 -1.2298 0.1761 -0.002 -0.005 -0.009
H -2.0103 -5.2009 -3.5178 -0.002 0.002 0.002
H -3.3292 -3.0025 -2.9553 0.005 -0.005 0.005
H -6.1734 4.0090 -0.2808 0.001 -0.005 -0.004



[3]
44
Properties=species:S:1:pos:R:3:forces:R:3 method="wB97M-V/def2-TZVPD" e_above_lowest_kj_mol=849.0 smiles="CCc1nnc(SCc2cc(=O)c(O)co2)n1NCc1ccccc1O" homo_ev=-8.8 charge=0 fmax_ev_per_a=7.145 e_tot_ha=-1576.58286
O 1.5051 -1.3442 7.0674 1.928 -5.363 4.310
N -2.2379 -1.2169 1.0545 3.311 -0.740 1.940
N -2.9496 -1.1557 -0.0228 -2.696 0.089 -1.614
O 1.9706 0.9520 8.2032 0.029 0.865 -0.597
O 0.2099 1.8821 5.1477 -0.225 -1.214 -1.318
O 2.9943 -1.2265 -2.8493 0.105 -1.002 -1.415
S 0.1126 -0.7540 2.1730 0.207 1.142 -0.160
C 1.0200 -0.4254 6.5363 1.625 2.034 -1.822
C -1.0352 -0.6583 0.8377 -1.916 0.178 1.050
C -2.3464 -0.4853 -0.9264 2.126 2.596 -1.738
C 0.8953 2.0158 6.2947 1.620 -1.414 3.360
C 0.5550 -0.5416 5.2549 -3.719 2.785 -3.655
C 1.3691 0.8777 6.9847 -1.624 4.084 0.137
C 0.0912 0.6115 4.6302 0.814 -2.401 1.348
C 1.2550 -0.1849 -5.9882 -0.361 0.682 1.879
C 0.2855 0.7330 -5.4886 0.560 -0.489 -0.439
C 2.1263 -0.8082 -5.0618 -0.923 1.309 0.481
C 0.2012 0.8915 -4.1079 2.149 -0.588 0.732
C 2.1617 -0.5009 -3.6713 -2.756 0.149 -1.260
C 1.0892 0.3627 -3.1459 2.573 -2.124 -2.074
N -1.0694 -0.0783 -0.4121 0.268 1.247 -1.841
N -0.1997 0.9021 -1.0637 0.945 -2.256 0.440
C -0.6587 0.4431 3.3611 -0.656 0.783 0.208
C 1.1472 0.5799 -1.6639 -1.856 -0.189 0.470
C -2.6015 -1.4209 -3.1185 2.207 -1.092 -0.295
C -2.8597 -0.1524 -2.3656 -2.329 0.379 3.000
H 2.4168 0.1166 8.4160 -0.419 -0.227 -0.428
H 3.2561 -2.0239 -3.4162 -0.246 1.606 1.425
H 1.0026 3.0516 6.7483 -0.222 -1.410 -1.173
H 0.2095 -1.4671 4.7710 0.738 0.253 0.528
H 1.3616 -0.4397 -7.0288 -0.145 0.093 -0.182
H -0.3903 1.3713 -6.1119 0.727 -1.025 0.392
H 2.7765 -1.5563 -5.4525 0.661 -0.460 -0.139
H -0.4688 1.5580 -3.6931 -1.714 1.305 0.508
H -0.4410 1.8673 -1.0787 -0.793 0.149 0.697
H -0.7073 1.4638 3.0553 -0.216 0.630 -1.427
H -1.6936 0.1322 3.5902 0.471 -0.119 -0.233
H 1.9141 1.3195 -1.4497 -0.452 0.810 0.242
H 1.6082 -0.2666 -1.1707 -0.415 -0.600 0.042
H -2.9198 -1.4555 -4.1402 0.085 0.530 -0.814
H -3.0196 -2.3876 -2.7302 0.281 1.272 0.478
H -1.4561 -1.4719 -3.0388 -1.462 -0.596 -0.735
H -2.5070 0.8366 -2.7374 0.421 -1.182 0.000
H -3.9733 0.0537 -2.1920 1.292 -0.477 -0.307